No. 1
DFT (wB97M-V/def2-TZVPD) results for 2 unconnected molecules or ions with the total composition C6H17N3O2 in a non-equilibrium geometry.

The geometry in ORCA input format:
```
! wB97M-V def2-TZVPD RIJCOSX def2/J DEFGRID3
* xyz 2 3
C 2.735 -1.801 0.123
C -1.395 2.815 -0.469
C 2.474 -0.318 -0.004
C 0.522 1.387 0.070
C 0.297 -2.157 -0.431
C 0.920 -0.075 0.242
N -4.250 -1.196 -0.027
N -3.237 -0.394 -0.190
N -0.868 1.703 0.372
O -2.190 -0.660 0.436
O 0.307 -0.869 -0.751
H 2.521 -2.133 1.121
H 3.778 -2.201 -0.180
H 2.000 -2.510 -0.384
H -2.327 3.213 0.036
H -0.613 3.717 -0.533
H -1.645 2.509 -1.557
H 3.208 0.325 0.484
H 2.504 0.013 -1.065
H 1.248 2.054 0.540
H 0.570 1.579 -1.018
H 0.119 -2.811 -1.325
H 0.322 -2.501 0.545
H 0.862 -0.536 1.208
H -5.091 -1.000 -0.649
H -4.222 -2.130 0.529
H -0.969 1.926 1.448
H -1.545 0.810 0.256
*
```

## Properties
Orbital gap (alpha / beta) in eV: 5.36 / 8.16
Highest occupied orbital energy (alpha / beta) in eV: -14.37 / -17.66
Energy above the lowest of the compared OMol25 structures with the same formula, charge and spin in kcal/mol: 23.9
E in eV: -15038.618


No. 2
DFT (wB97M-V/def2-TZVPD) results for 3 unconnected molecules or ions with the total composition C6H17N3O4 in a non-equilibrium geometry.

The geometry in ORCA input format:
```
! wB97M-V def2-TZVPD RIJCOSX def2/J DEFGRID3
* xyz 2 1
C -6.518 -1.708 10.194
C 8.648 3.921 -8.914
C 8.525 1.599 -9.391
C -7.222 -0.276 5.474
C -7.117 -2.327 8.859
C -7.259 -2.249 6.616
N -7.602 -5.132 3.319
N 10.642 2.680 -9.082
N 9.254 2.621 -8.696
O -8.105 -5.433 2.346
O -7.010 -5.031 4.286
O -7.225 -1.692 5.471
O -7.067 -1.553 7.710
H -6.534 -2.265 11.119
H -5.483 -1.519 9.956
H -7.037 -0.815 10.472
H 8.567 4.147 -10.122
H 7.688 3.866 -8.489
H 9.318 4.753 -8.633
H 7.519 1.768 -9.140
H 8.793 1.469 -10.640
H 8.785 0.610 -9.052
H -8.260 -0.035 5.441
H -6.901 0.147 4.432
H -6.757 0.348 6.268
H -8.191 -2.579 9.028
H -6.572 -3.315 8.632
H 11.113 1.690 -8.872
H 11.145 3.415 -8.461
H 10.868 2.897 -10.131
*
```

## Properties
Orbital gap (alpha / beta) in eV: 5.03 / 3.31
Highest occupied orbital energy (alpha / beta) in eV: -12.93 / -12.08
Energy above the lowest of the compared OMol25 structures with the same formula, charge and spin in kcal/mol: 154.5
E in eV: -19131.874


No. 3
DFT (wB97M-V/def2-TZVPD) results for 2 unconnected molecules or ions with the total composition C6H17NO in a non-equilibrium geometry.

The geometry in ORCA input format:
```
! wB97M-V def2-TZVPD RIJCOSX def2/J DEFGRID3
* xyz 0 1
C 0.402 -1.576 2.922
C 0.301 -0.780 1.635
C 1.568 0.034 1.420
N 1.406 1.078 0.400
H 0.592 -0.935 3.787
H -0.489 -2.169 3.123
H 1.235 -2.287 2.861
H 0.130 -1.454 0.789
H -0.537 -0.079 1.671
H 1.833 0.498 2.376
H 2.427 -0.571 1.115
H 0.692 1.760 0.607
H 2.284 1.477 0.101
C -2.034 1.203 -0.772
C -1.694 0.524 -2.089
C -0.599 -0.534 -1.951
O 0.676 -0.040 -1.741
H -2.889 1.881 -0.824
H -1.198 1.779 -0.386
H -2.283 0.421 -0.047
H -2.571 0.062 -2.547
H -1.300 1.247 -2.812
H -0.900 -1.266 -1.178
H -0.588 -1.098 -2.891
H 0.865 0.398 -0.836
*
```

## Properties
SMILES: CCCN.CCCO
Orbital gap in eV: 10.01
Highest occupied orbital energy in eV: -9.08
Energy above the lowest of the compared OMol25 structures with the same formula, charge and spin in kcal/mol: 13.5
E in eV: -10034.995


No. 4
DFT (wB97M-V/def2-TZVPD) results for 2 unconnected molecules or ions with the total composition C6H17NO in a non-equilibrium geometry.

The geometry in ORCA input format:
```
! wB97M-V def2-TZVPD RIJCOSX def2/J DEFGRID3
* xyz 0 1
C -2.009 0.391 2.089
C -1.190 0.558 0.799
N -0.606 -0.671 0.295
C 0.661 -0.928 1.005
C -0.371 -0.604 -1.152
C 0.701 0.380 -1.646
C -0.239 -2.000 -1.786
H -1.462 -0.170 2.835
H -2.026 1.395 2.550
H -3.056 0.158 1.939
H -1.832 1.053 0.076
H -0.414 1.324 0.998
H 1.017 -1.897 0.642
H 1.441 -0.223 0.701
H 0.519 -0.900 2.080
H -1.286 -0.146 -1.543
H 0.675 1.242 -0.985
H 1.715 -0.040 -1.718
H 0.629 0.649 -2.702
H -0.479 -2.732 -1.016
H -0.833 -2.129 -2.684
H 0.818 -2.126 -2.040
O 2.528 2.115 0.433
H 2.517 2.701 1.190
H 2.583 2.603 -0.361
*
```

## Properties
SMILES: CCN(C)C(C)C.O
Orbital gap in eV: 9.00
Highest occupied orbital energy in eV: -8.31
Energy above the lowest of the compared OMol25 structures with the same formula, charge and spin in kcal/mol: 26.6
E in eV: -10034.430


No. 5
DFT (wB97M-V/def2-TZVPD) results for 2 unconnected molecules or ions with the total composition C6H17NO in a non-equilibrium geometry.

The geometry in ORCA input format:
```
! wB97M-V def2-TZVPD RIJCOSX def2/J DEFGRID3
* xyz 0 1
C 0.744 -2.434 -1.700
C 0.908 -1.665 -0.393
C 1.428 -0.270 -0.509
C 0.518 0.747 -1.201
N 0.128 1.922 -0.364
C -1.304 2.125 -0.078
C -1.675 1.847 1.382
H 0.147 -1.847 -2.399
H 1.734 -2.740 -2.029
H 0.200 -3.359 -1.500
H -0.098 -1.572 0.062
H 1.390 -2.218 0.411
H 1.638 0.239 0.441
H 2.382 -0.307 -1.024
H -0.320 0.473 -1.841
H 1.093 1.240 -2.018
H 0.534 1.729 0.542
H -1.610 3.106 -0.442
H -1.962 1.543 -0.758
H -2.164 0.880 1.534
H -2.498 2.453 1.774
H -0.746 1.859 1.953
O 0.226 -1.103 2.760
H -0.064 -2.014 2.625
H -0.627 -0.636 2.772
*
```

## Properties
SMILES: CCCCNCC.O
Orbital gap in eV: 9.24
Highest occupied orbital energy in eV: -8.53
Energy above the lowest of the compared OMol25 structures with the same formula, charge and spin in kcal/mol: 36.2
E in eV: -10034.012


Repeat the fifth record exactly.
DFT (wB97M-V/def2-TZVPD) results for 2 unconnected molecules or ions with the total composition C6H17NO in a non-equilibrium geometry.

The geometry in ORCA input format:
```
! wB97M-V def2-TZVPD RIJCOSX def2/J DEFGRID3
* xyz 0 1
C 0.744 -2.434 -1.700
C 0.908 -1.665 -0.393
C 1.428 -0.270 -0.509
C 0.518 0.747 -1.201
N 0.128 1.922 -0.364
C -1.304 2.125 -0.078
C -1.675 1.847 1.382
H 0.147 -1.847 -2.399
H 1.734 -2.740 -2.029
H 0.200 -3.359 -1.500
H -0.098 -1.572 0.062
H 1.390 -2.218 0.411
H 1.638 0.239 0.441
H 2.382 -0.307 -1.024
H -0.320 0.473 -1.841
H 1.093 1.240 -2.018
H 0.534 1.729 0.542
H -1.610 3.106 -0.442
H -1.962 1.543 -0.758
H -2.164 0.880 1.534
H -2.498 2.453 1.774
H -0.746 1.859 1.953
O 0.226 -1.103 2.760
H -0.064 -2.014 2.625
H -0.627 -0.636 2.772
*
```

## Properties
SMILES: CCCCNCC.O
Orbital gap in eV: 9.24
Highest occupied orbital energy in eV: -8.53
Energy above the lowest of the compared OMol25 structures with the same formula, charge and spin in kcal/mol: 36.2
E in eV: -10034.012


Question: Which formula does entry 2 have?
Answer: C6H17N3O4


Please write out number 2 again, unchanged.
DFT (wB97M-V/def2-TZVPD) results for 3 unconnected molecules or ions with the total composition C6H17N3O4 in a non-equilibrium geometry.

The geometry in ORCA input format:
```
! wB97M-V def2-TZVPD RIJCOSX def2/J DEFGRID3
* xyz 2 1
C -6.518 -1.708 10.194
C 8.648 3.921 -8.914
C 8.525 1.599 -9.391
C -7.222 -0.276 5.474
C -7.117 -2.327 8.859
C -7.259 -2.249 6.616
N -7.602 -5.132 3.319
N 10.642 2.680 -9.082
N 9.254 2.621 -8.696
O -8.105 -5.433 2.346
O -7.010 -5.031 4.286
O -7.225 -1.692 5.471
O -7.067 -1.553 7.710
H -6.534 -2.265 11.119
H -5.483 -1.519 9.956
H -7.037 -0.815 10.472
H 8.567 4.147 -10.122
H 7.688 3.866 -8.489
H 9.318 4.753 -8.633
H 7.519 1.768 -9.140
H 8.793 1.469 -10.640
H 8.785 0.610 -9.052
H -8.260 -0.035 5.441
H -6.901 0.147 4.432
H -6.757 0.348 6.268
H -8.191 -2.579 9.028
H -6.572 -3.315 8.632
H 11.113 1.690 -8.872
H 11.145 3.415 -8.461
H 10.868 2.897 -10.131
*
```

## Properties
Orbital gap (alpha / beta) in eV: 5.03 / 3.31
Highest occupied orbital energy (alpha / beta) in eV: -12.93 / -12.08
Energy above the lowest of the compared OMol25 structures with the same formula, charge and spin in kcal/mol: 154.5
E in eV: -19131.874


Question: What is the formula in the fourth record?
Answer: C6H17NO